ORCA calculation (ωB97M-V with the def2-TZVPD basis set) on a cluster of 29 separate species, H58O29 in total.

Results
total charge	0
gap between HOMO and LUMO	11.24	eV
max |F|	2.373	eV Å⁻¹
relative energy (zero: lowest compared OMol25 entry of this formula, charge and spin)	122.2	kJ/mol
energy	-2216.869395	Ha
HOMO energy	-0.410	Ha
2S+1	1

Geometry (Å):
O 3.34892 -2.76160 0.37444
H 2.76796 -2.63569 1.17943
H 4.16817 -3.12250 0.76620
O -1.05716 -3.20331 1.81941
H -1.17332 -4.06683 1.34679
H -1.85301 -2.70832 1.56200
O -0.70261 0.79957 -1.31333
H -0.72904 0.94127 -2.29792
H -0.01224 1.35561 -0.88811
O 0.43214 -2.82717 4.70791
H -0.26530 -2.23670 4.43994
H 0.02003 -3.67188 4.86296
O 1.48734 2.66100 -0.30253
H 1.81892 3.31194 0.36459
H 2.32025 2.36773 -0.85658
O 0.45806 3.45025 2.88789
H 0.91077 4.17456 3.36126
H 1.12955 2.73592 2.98497
O -3.06062 3.37249 0.85100
H -2.47986 3.33204 1.62573
H -3.85155 3.69903 1.28465
O 1.60854 -0.82963 -5.14343
H 0.91980 -0.21397 -4.87507
H 1.60905 -0.73131 -6.12583
O -3.54294 1.06683 -0.74525
H -3.47549 1.99993 -0.42957
H -2.59796 0.94325 -0.95874
O -0.60276 0.43592 1.81338
H -1.31020 -0.20398 1.62864
H -1.17407 1.20948 1.85343
O -3.54241 1.66516 5.20402
H -3.07314 1.07014 4.64486
H -3.18211 1.50024 6.07233
O 3.46501 2.51959 4.77695
H 2.97052 2.33347 5.57360
H 3.33229 1.72845 4.25260
O 3.31441 1.61458 -2.00825
H 3.15900 1.73499 -2.97368
H 3.46534 0.64910 -1.91863
O 0.21474 3.63626 -3.32309
H -0.31999 4.31664 -2.89915
H 0.82568 3.37106 -2.59023
O -3.10210 -0.77958 1.25755
H -3.45482 0.03315 0.85150
H -2.77846 -1.32851 0.52225
O 5.90666 -3.79687 -1.12862
H 5.37508 -2.99692 -1.05979
H 6.81710 -3.53794 -0.92612
O 4.35569 -0.98205 -2.14574
H 4.29924 -1.72975 -2.85484
H 4.07320 -1.47870 -1.36997
O -1.90852 -1.10699 4.33381
H -1.36985 -0.61187 3.73577
H -2.56879 -1.53900 3.74032
O -1.17466 -5.54202 0.26413
H -2.05907 -5.76767 -0.03036
H -0.77757 -5.11054 -0.52093
O -3.37739 -0.42400 -5.24936
H -2.96882 -1.22631 -5.59225
H -3.64426 -0.64631 -4.35245
O 2.39969 0.90653 2.47030
H 2.84590 1.21850 1.66853
H 1.88369 0.11946 2.20258
O -2.02989 3.24678 3.27487
H -2.55349 2.98562 4.02814
H -1.15695 3.37279 3.57622
O 1.62241 -2.22706 2.33084
H 0.75172 -2.52382 1.98535
H 1.58766 -2.48847 3.25831
O -0.63869 1.04466 -4.45614
H -1.53036 0.74385 -4.74476
H -0.52825 2.02004 -4.42518
O 0.56028 -2.43950 -1.28321
H 1.40771 -2.58473 -0.85242
H 0.47891 -1.46149 -1.43250
O -0.94783 5.52249 -1.35788
H -1.66633 6.12666 -1.59584
H -1.50108 4.92601 -0.84930
O -2.23624 -2.35936 -0.75916
H -2.55318 -2.25897 -1.65037
H -1.28439 -2.19679 -0.77240
O 3.99962 -2.28275 -4.62280
H 3.14154 -1.82498 -4.79411
H 4.65814 -1.75356 -5.16161
O -4.51341 -0.81986 -2.34637
H -5.36297 -1.12104 -1.97927
H -4.21754 -0.10273 -1.77633

***

ORCA calculation (ωB97M-V with the def2-TZVPD basis set) on an isolated molecule of C25H24BrN3O4.

Results
total charge	0
gap between HOMO and LUMO	8.43	eV
max |F|	1.067	eV Å⁻¹
relative energy (zero: lowest compared OMol25 entry of this formula, charge and spin)	303.7	kJ/mol
energy	-4006.309384	Ha
HOMO energy	-0.302	Ha
2S+1	1
SMILES	Cc1cccc(OCC(=O)NCC(=O)N/N=C/c2cc(Br)ccc2OCc2ccccc2)c1

Geometry (Å):
C -2.36201 0.05938 -1.60468
C -1.34583 0.96471 -2.23308
C -0.20528 0.45849 -2.83634
C 0.69369 1.31006 -3.45570
C 0.45957 2.66951 -3.48849
C -0.67852 3.19009 -2.87839
O -0.85303 4.55707 -2.98833
C -1.57921 5.20655 -1.96726
C -0.82500 5.06183 -0.64419
O -1.33340 4.67450 0.39102
N 0.47584 5.38458 -0.76773
C 1.44680 5.11871 0.27183
C 1.91511 3.65736 0.16387
O 2.99767 3.33472 -0.25271
N 0.92972 2.79598 0.54462
N 1.06263 1.47180 0.37943
C 0.11001 0.71038 0.73891
C 0.18994 -0.71801 0.53394
C 1.25332 -1.26055 -0.18332
C 1.30575 -2.61916 -0.41100
Br 2.74892 -3.35070 -1.41468
C 0.31782 -3.46217 0.07017
C -0.73967 -2.93520 0.78953
C -0.82301 -1.56715 1.02815
O -1.83132 -0.96564 1.70898
C -2.87993 -1.75671 2.23022
C -2.45524 -2.69931 3.33072
C -3.16563 -3.87109 3.55733
C -2.78925 -4.72895 4.57502
C -1.69566 -4.42704 5.36920
C -0.98433 -3.26080 5.14654
C -1.36482 -2.39742 4.13468
C -1.56668 2.33780 -2.24028
H -3.28913 0.08809 -2.17763
H -2.58930 0.37575 -0.58841
H -2.00302 -0.96668 -1.58076
H -0.02017 -0.60511 -2.82410
H 1.58399 0.91122 -3.91669
H 1.14237 3.34303 -3.98170
H -2.59974 4.82641 -1.86053
H -1.62468 6.25914 -2.26054
H 0.83016 5.54340 -1.70048
H 2.30290 5.78136 0.14522
H 0.97025 5.29848 1.23870
H 0.04092 3.17346 0.89396
H -0.80244 1.10100 1.19911
H 2.01181 -0.58951 -0.55278
H 0.36937 -4.52421 -0.11295
H -1.49218 -3.60811 1.16719
H -3.58969 -1.02377 2.63169
H -3.38137 -2.30878 1.42338
H -4.01636 -4.11034 2.93445
H -3.34799 -5.63727 4.74479
H -1.39910 -5.10015 6.15945
H -0.13130 -3.01981 5.76300
H -0.81188 -1.48566 3.96195
H -2.44985 2.71906 -1.75066

***

ORCA calculation (ωB97M-V with the def2-TZVPD basis set) on the ion C5H8N2O4P with charge -1.

Results
total charge	-1
gap between HOMO and LUMO	7.96	eV
max |F|	4.842	eV Å⁻¹
relative energy (zero: lowest compared OMol25 entry of this formula, charge and spin)	237.1	kJ/mol
energy	-947.240208	Ha
HOMO energy	-0.161	Ha
2S+1	1

Geometry (Å):
C -0.75902 -2.31051 0.43701
C -1.46629 -1.22621 0.76734
C -0.22000 -0.77613 -1.08695
C -0.31993 2.31427 -0.38262
C -0.76405 1.09845 0.50078
N 0.15053 -2.05619 -0.54372
N -1.07801 -0.12063 -0.12284
O 2.77410 1.47349 -0.23091
O 2.46057 -1.06156 0.42856
O 0.89448 0.07429 -1.32918
O 0.94233 0.74143 1.33797
P 1.93681 0.32855 0.19120
H -0.76918 -3.40289 0.69745
H -2.28764 -1.05691 1.52041
H -0.76971 -0.90217 -2.00836
H -0.64668 2.19594 -1.35257
H 0.82683 2.39226 -0.21472
H -0.74110 3.24422 0.12933
H -1.30425 1.34893 1.50037
H 1.14021 -2.29865 -0.23854

***

ORCA calculation (ωB97M-V with the def2-TZVPD basis set) on an isolated molecule of C7H9NO3.

Results
total charge	0
gap between HOMO and LUMO	9.33	eV
max |F|	1.063	eV Å⁻¹
relative energy (zero: lowest compared OMol25 entry of this formula, charge and spin)	0.0	kJ/mol
energy	-552.605119	Ha
HOMO energy	-0.326	Ha
2S+1	1
SMILES	N[C@H](CC(=O)O)c1ccco1

Geometry (Å):
N 0.91621 -1.29191 -1.71588
C 0.60279 -0.81493 -0.37998
C -0.55781 -1.58938 0.31645
C -0.78336 -1.11805 1.74801
O -1.79306 -0.61001 2.14126
O 0.26265 -1.27305 2.59299
C 0.30861 0.64235 -0.43390
C 0.80327 1.70446 0.24859
C 0.01217 2.84128 -0.16774
C -0.90561 2.34835 -1.03538
O -0.74772 1.01302 -1.21137
H 0.13624 -1.06652 -2.32967
H 1.00337 -2.30770 -1.72859
H 1.50544 -0.92282 0.23256
H -1.47739 -1.45129 -0.25636
H -0.31020 -2.64502 0.34451
H 0.96226 -1.81732 2.16762
H 1.65087 1.66652 0.92215
H 0.10788 3.86519 0.16067
H -1.69661 2.82685 -1.61593

***

ORCA calculation (ωB97M-V with the def2-TZVPD basis set) on a cluster of 2 separate species, C8H17P in total.

Results
total charge	0
gap between HOMO and LUMO	9.39	eV
max |F|	4.797	eV Å⁻¹
relative energy (zero: lowest compared OMol25 entry of this formula, charge and spin)	221.3	kJ/mol
energy	-656.203565	Ha
HOMO energy	-0.306	Ha
2S+1	1

Geometry (Å):
C -0.69058 0.31449 0.91356
C 0.55450 0.07370 0.11257
C -1.36455 2.25765 -1.06015
C -2.28844 0.02726 -1.32553
C 2.87031 -1.00721 0.35659
C 0.82008 -2.18214 1.27896
C -2.18021 1.20499 -0.43875
C 1.34433 -1.30636 0.17698
P 0.77150 1.09124 1.72770
H -1.20581 -0.59166 1.25061
H 0.69717 0.69570 -0.76519
H -0.79460 2.84176 -0.28135
H -1.92503 2.97867 -1.66175
H -0.51008 1.85482 -1.65489
H -1.25958 -0.36512 -1.41975
H -2.46514 0.35119 -2.41603
H -2.92741 -0.69991 -0.95016
H 3.08880 -0.70679 1.28634
H 2.99242 -0.03609 -0.14878
H 3.42994 -1.84600 0.01046
H -0.21767 -2.50444 0.95218
H 0.85721 -1.64339 2.17308
H 1.46907 -2.94086 1.50393
H -2.97111 1.66652 0.14045
H 1.08186 -1.81609 -0.76246
H 0.82301 2.28809 1.00138